Entry 1:
C26H20Cl2N3O5PdS | ωB97M-V/def2-TZVPD

Each line ends with the Mulliken charge.
Positions of all 58 atoms, in Å:
Pd1 2.0585 1.3141 -0.8059  0.548
Cl1 2.4524 3.6747 -1.9503  -0.113
Cl2 1.9745 -0.1046 -5.8063  -0.211
S1 2.3717 0.4967 -2.8265  -0.242
O1 2.2828 -0.9195 0.5859  -0.177
O2 2.4766 2.4327 3.3805  -0.399
O3 5.5414 2.2298 1.7443  -0.339
O4 1.6088 2.0472 1.3070  -0.347
O5 4.3608 1.7534 -0.1543  -0.395
N1 -3.9388 -2.1147 0.6074  0.007
N2 -0.0317 0.8858 -0.9495  -0.065
N3 -4.4236 -0.0723 1.3659  -0.603
C1 -2.0147 1.0811 0.3667  -0.614
C2 -3.5690 -0.7977 0.6996  -0.086
C3 1.7573 -0.9235 1.9085  0.017
C4 -7.4155 -1.7785 2.7277  -0.492
C5 2.2590 1.8479 -3.9555  0.256
C6 2.3576 4.2033 -4.5771  -0.870
C7 -0.3575 -0.3866 -1.2130  -0.218
C8 -2.3494 -0.2483 0.1077  0.972
C9 -6.5866 -0.7082 2.4817  -0.757
C10 2.1478 1.9383 2.3752  0.519
C11 3.6110 -1.2993 0.9322  0.249
C12 2.0784 -2.3439 2.4303  -0.874
C13 3.4081 -2.6293 1.6951  -0.874
C14 -1.5017 -0.9807 -0.7179  -0.717
C15 -5.4227 -0.9468 1.7457  0.602
C16 2.2549 3.8647 -5.9155  -0.352
C17 2.7509 -0.0321 2.6483  -0.267
C18 2.1262 1.5502 -5.3162  0.191
C19 -0.8653 1.6025 -0.1781  -0.583
C20 3.9518 -0.3063 2.0272  -1.022
C21 2.1284 2.5361 -6.2850  -0.709
C22 -5.1362 -2.2369 1.2809  0.730
C23 -5.9655 -3.3274 1.5335  -1.045
C24 2.3476 3.1993 -3.6271  0.875
C25 -7.1078 -3.0709 2.2604  -0.412
C26 4.8826 1.7751 0.9014  0.744
H1 4.2385 -1.3247 0.0463  0.539
H2 -7.7876 -3.8832 2.4793  0.389
H3 2.7730 -0.0986 3.7310  0.522
H4 2.1740 -2.3749 3.5141  0.410
H5 2.4439 5.2348 -4.2663  0.443
H6 -2.6676 1.6866 0.9786  0.542
H7 2.0313 2.2537 -7.3237  0.426
H8 4.7735 -0.5534 2.6937  0.256
H9 -8.3227 -1.6321 3.2979  0.391
H10 2.2742 4.6375 -6.6708  0.385
H11 -0.5898 2.6349 -0.0091  0.448
H12 4.2292 -2.8688 2.3680  0.438
H13 0.7121 -0.6266 1.8944  0.488
H14 0.3127 -0.9281 -1.8653  0.366
H15 -5.7257 -4.3244 1.1888  0.383
H16 -1.7218 -1.9993 -1.0066  0.346
H17 1.2856 -3.0310 2.1413  0.322
H18 3.3125 -3.4326 0.9674  0.355
H19 -3.4322 -2.8617 0.1680  0.180
H20 -6.8165 0.2865 2.8378  0.442

## Properties
- Total charge: +1
- HOMO-LUMO gap: 0.22281 Eh
- ΔE to the lowest compared entry with this formula, charge and spin: 40.7 kJ/mol
- E_HOMO: -10.795 eV
- Strongest force on any atom: 3.620 eV Å⁻¹
- Lowest unoccupied orbital energy: -0.1739 Eh
- Spin multiplicity: 1

---

Entry 2:
C3H3NO3 | ωB97M-V/def2-TZVPD

Each line ends with the Mulliken charge.
Positions of all 10 atoms, in Å:
O1 0.8359 0.6690 0.0411  -0.368
O2 2.7129 -0.2368 0.8201  -0.425
O3 -0.7959 -1.3614 1.1659  -0.462
N1 -1.0906 1.2726 -1.0863  -0.593
C1 -1.2799 -0.5542 0.4133  0.184
C2 -0.4777 0.5090 -0.2923  0.462
C3 1.6551 -0.4070 0.3041  0.230
H1 -2.3553 -0.4993 0.1730  0.370
H2 -0.4616 1.9703 -1.4893  0.290
H3 1.2571 -1.3622 -0.0495  0.313

## Properties
- Total charge: 0
- HOMO-LUMO gap: 0.38134 Eh
- ΔE to the lowest compared entry with this formula, charge and spin: 156.0 kJ/mol
- E_HOMO: -11.084 eV
- Strongest force on any atom: 0.589 eV Å⁻¹
- Lowest unoccupied orbital energy: -0.0260 Eh
- Spin multiplicity: 1

---

Entry 3:
C29H29IN3O11P | ωB97M-V/def2-TZVPD

Each line ends with the Mulliken charge.
Positions of all 74 atoms, in Å:
I1 2.1485 -0.4145 2.8105  0.077
P1 1.4319 -0.5850 -0.5091  1.074
O1 -2.4093 -2.3825 0.1996  -0.569
O2 -5.2477 5.2949 -4.1822  -0.603
O3 10.9072 0.2283 -0.1313  -0.606
O4 1.5159 0.8597 -0.3563  -0.625
O5 -5.4577 -0.2247 6.7883  -0.606
O6 9.1462 -0.9122 0.3394  -0.594
O7 0.1193 -1.2429 0.1272  -0.144
O8 1.3176 -0.9077 -2.0878  -0.549
O9 -5.7292 -1.3876 4.9999  -0.624
O10 2.7062 -1.4215 -0.0381  -0.392
O11 -5.2460 3.9876 -2.4763  -0.633
N1 9.8193 -0.2316 -0.4089  1.018
N2 -5.2799 4.1945 -3.6755  0.984
N3 -5.1394 -1.1136 6.0265  1.059
C1 -3.9532 -1.9129 6.3641  0.130
C2 -5.4700 0.8573 -6.2591  -0.408
C3 -5.3624 3.2369 -5.9407  -0.391
C4 10.0231 0.8162 -2.6273  -0.370
C5 -3.7137 0.7620 -0.5246  -0.558
C6 3.3984 -0.9356 1.1280  -0.838
C7 8.2380 0.6442 -4.2270  -0.410
C8 -1.7060 -3.3826 6.9745  -0.441
C9 9.4989 1.1077 -3.8766  -0.420
C10 -3.2673 -1.6437 7.5349  -0.378
C11 -2.1372 -2.3855 7.8394  -0.413
C12 7.5011 -0.1193 -3.3315  -0.541
C13 -3.5354 -0.2692 0.3932  1.085
C14 -4.3587 -0.4669 1.4678  -0.907
C15 4.4054 0.1953 0.7963  -0.087
C16 -5.4220 1.7588 -4.0323  -0.117
C17 -5.6123 1.4793 0.7422  -0.919
C18 -2.4088 -3.6461 5.8063  -0.555
C19 8.0207 -0.4165 -2.0819  -0.121
C20 5.7778 -0.1677 1.4224  -1.301
C21 -4.7586 1.6168 -0.3348  -0.223
C22 -2.3311 -1.1707 0.1609  0.226
C23 9.2746 0.0606 -1.7430  0.074
C24 -5.4775 0.6672 -4.8838  -0.614
C25 -1.0187 -0.4118 -0.0930  -0.883
C26 -5.4154 2.1407 -6.7864  -0.436
C27 -5.4134 0.4488 1.6215  -0.382
C28 -5.3605 3.0318 -4.5723  0.107
C29 -3.5412 -2.9099 5.4973  -0.198
H1 6.4105 -0.7428 0.7405  0.318
H2 -5.4256 1.6048 -2.9633  0.386
H3 -1.5897 -2.1839 8.7502  0.375
H4 -1.0786 0.0290 -1.0955  0.481
H5 7.8276 0.8796 -5.2007  0.375
H6 5.6560 -0.7792 2.3271  0.391
H7 -3.0495 0.8896 -1.3726  0.386
H8 -4.0862 -3.1172 4.5877  0.429
H9 -2.0722 -4.4240 5.1344  0.391
H10 11.0032 1.1808 -2.3560  0.446
H11 10.0725 1.6999 -4.5767  0.372
H12 4.5081 0.3428 -0.2803  0.249
H13 -4.1598 -1.2706 2.1678  0.619
H14 4.0909 1.1191 1.2846  0.345
H15 -0.8185 -3.9556 7.2110  0.389
H16 6.3090 0.7290 1.7550  0.359
H17 -5.5061 0.0024 -6.9222  0.380
H18 7.4453 -1.0109 -1.3874  0.381
H19 -5.4112 2.2867 -7.8581  0.375
H20 6.5194 -0.4807 -3.6068  0.391
H21 -5.3199 4.2342 -6.3538  0.446
H22 -0.9982 0.4173 0.6261  0.404
H23 -5.5232 -0.3331 -4.4745  0.410
H24 -4.9225 2.4394 -1.0291  0.616
H25 -6.4286 2.1685 0.9278  0.450
H26 -3.5989 -0.8662 8.2078  0.441
H27 1.5552 -1.8388 -2.2204  0.315
H28 -6.0492 0.3340 2.4964  0.425
H29 3.9960 -1.7783 1.4752  0.673

## Properties
- Total charge: 0
- HOMO-LUMO gap: 0.33022 Eh
- E_HOMO: -9.597 eV
- Strongest force on any atom: 2.317 eV Å⁻¹
- Lowest unoccupied orbital energy: -0.0225 Eh
- Spin multiplicity: 1

---

Entry 4:
C5H6Cl2GaHoN2O4 | ωB97M-V/def2-TZVPD

Each line ends with the Löwdin spin population.
Positions of all 21 atoms, in Å:
Ho1 2.5303 0.5879 -4.5215  4.032
Ga1 -0.8361 0.9994 0.3879  0.000
Cl1 -1.4867 1.4319 -1.6641  0.000
Cl2 3.8240 -0.7368 -2.9324  -0.024
O1 -0.3759 -1.0400 0.4537  0.000
O2 2.9322 3.5645 -2.9502  0.002
O3 -4.0975 0.5034 -0.1921  0.000
O4 0.4647 3.3483 -5.2627  0.001
N1 0.0707 -3.0729 1.2948  0.000
N2 -0.3560 -1.3400 2.7790  0.000
C1 0.9852 2.3478 -5.0045  -0.004
C2 -0.7286 0.0197 3.1688  0.000
C3 2.7833 2.4841 -3.3470  -0.005
C4 -0.2187 -1.7664 1.5051  0.000
C5 -3.2006 0.7434 0.4819  0.000
H1 0.1994 -3.7269 2.0538  0.000
H2 0.0303 0.7477 2.8306  0.000
H3 -0.2059 -2.0485 3.4850  0.000
H4 -0.7312 0.0640 4.2601  0.000
H5 0.1608 -3.3951 0.3484  0.000
H6 -1.7439 0.2845 2.8253  0.000

## Properties
- Total charge: +4
- <S²>: 6.00
- HOMO-LUMO gap: 0.19363 Eh
- E_HOMO: -22.617 eV
- Strongest force on any atom: 8.995 eV Å⁻¹
- Lowest unoccupied orbital energy: -0.6375 Eh
- Spin multiplicity: 5